No. 1
DFT (ωB97M-V with the def2-TZVPD basis set) results for a molecular structure, C31H40N6O3PYb at a distorted geometry.

Each line ends with the Löwdin charge.
Atoms and positions in Å:
Yb  0.33  0.84  -0.07  1.625
C  4.79  -1.06  0.92  -0.068
C  3.79  -0.13  0.68  -0.104
N  2.68  -0.43  0.01  0.047
C  2.59  -1.69  -0.48  -0.187
C  3.57  -2.63  -0.17  -0.033
N  4.65  -2.32  0.53  0.134
C  1.51  -1.94  -1.46  -0.186
C  1.41  -3.09  -2.23  0.079
C  0.50  -3.14  -3.29  -0.091
C  -0.24  -1.98  -3.56  0.085
C  -0.10  -0.88  -2.74  -0.186
N  0.71  -0.89  -1.68  0.024
C  -0.67  0.45  -3.06  -0.194
C  -1.70  0.67  -3.96  -0.043
N  -2.01  1.89  -4.38  0.127
C  -1.32  2.91  -3.88  -0.080
C  -0.37  2.72  -2.89  -0.077
N  -0.04  1.50  -2.48  0.040
C  0.39  -4.34  -4.14  -0.170
C  0.70  -5.61  -3.64  -0.004
C  0.61  -6.70  -4.48  -0.107
N  0.23  -6.61  -5.75  0.090
C  -0.07  -5.42  -6.23  -0.107
C  -0.01  -4.26  -5.47  -0.001
H  5.70  -0.80  1.44  0.130
H  3.88  0.89  1.05  0.101
H  3.48  -3.66  -0.48  0.128
H  2.08  -3.92  -2.06  0.118
H  -0.91  -1.95  -4.41  0.121
H  -2.29  -0.15  -4.36  0.132
H  -1.56  3.89  -4.27  0.131
H  0.13  3.55  -2.42  0.127
H  0.97  -5.76  -2.60  0.113
H  0.84  -7.70  -4.12  0.120
H  -0.38  -5.38  -7.27  0.120
H  -0.23  -3.31  -5.94  0.112
C  -3.74  2.69  -1.42  0.015
C  -3.41  2.13  -0.04  -0.529
C  -4.37  1.00  0.32  0.007
O  -3.41  3.16  0.93  0.017
C  -1.96  1.62  -0.07  -0.541
O  -0.99  2.44  -0.04  -0.122
O  -1.71  0.38  -0.15  -0.087
H  -4.76  3.06  -1.40  0.110
H  -3.68  1.92  -2.20  0.087
H  -3.07  3.51  -1.67  0.093
H  -5.37  1.40  0.42  0.105
H  -4.09  0.52  1.26  0.085
H  -4.37  0.24  -0.46  0.098
H  -4.14  3.76  0.76  0.121
C  1.86  -1.18  3.62  -0.095
C  0.46  -0.59  3.46  -0.525
C  -0.40  -1.50  2.56  -0.123
P  0.41  1.11  2.70  1.023
C  2.04  1.94  3.03  -0.546
C  2.24  2.52  4.43  -0.083
C  2.25  2.99  1.93  -0.121
C  -0.81  2.02  3.78  -0.508
C  -2.19  1.37  3.76  -0.083
C  -0.90  3.49  3.37  -0.093
H  1.77  -2.19  4.03  0.096
H  2.47  -0.60  4.30  0.080
H  2.37  -1.25  2.65  0.050
H  0.00  -0.51  4.45  0.116
H  0.05  -1.59  1.57  0.048
H  -1.42  -1.11  2.43  0.063
H  -0.48  -2.50  2.99  0.096
H  2.78  1.15  2.89  0.067
H  1.57  3.35  4.64  0.072
H  3.26  2.90  4.52  0.095
H  2.10  1.75  5.19  0.085
H  1.47  3.76  1.95  0.075
H  2.23  2.53  0.93  0.028
H  3.21  3.49  2.04  0.099
H  -0.38  1.94  4.78  0.112
H  -2.64  1.48  2.78  0.056
H  -2.83  1.90  4.47  0.100
H  -2.18  0.32  4.05  0.072
H  -1.17  3.60  2.32  0.060
H  0.02  4.04  3.56  0.058
H  -1.69  3.98  3.95  0.098

## Properties
* net charge: +2
* orbital gap (alpha / beta): 7.3310 / 7.3240 eV
* multiplicity: 2
* ⟨S²⟩: 0.75
* total energy: -3259.21915 Eh

---

No. 2
DFT (ωB97M-V with the def2-TZVPD basis set) results for 6 unconnected molecules or ions with the total composition C31H41BrF15O15 at a distorted geometry.

Each line ends with the Löwdin charge.
Atoms and positions in Å:
C  1.77  -4.17  0.32  -0.141
O  2.05  -2.87  -0.14  -0.181
C  1.29  -2.66  -1.33  -0.260
C  1.43  -1.25  -1.89  -0.168
C  0.86  -0.11  -0.99  -0.223
C  -0.15  -0.58  0.10  -0.329
C  -0.16  0.53  1.16  -0.226
C  -0.43  0.03  2.60  -0.765
O  -0.26  0.66  3.54  0.012
Br  -1.05  -1.84  2.87  0.603
C  -1.62  -0.64  -0.44  -0.135
C  -1.76  -1.01  -1.89  -0.428
O  -1.50  -0.36  -2.81  0.148
O  -2.32  -2.33  -2.17  0.078
C  -3.67  -2.23  -2.06  -0.560
C  -4.48  -3.49  -1.77  0.028
O  -4.24  -1.21  -2.16  0.125
H  1.87  -4.92  -0.48  0.071
H  0.75  -4.24  0.75  0.086
H  2.52  -4.39  1.10  0.087
H  1.67  -3.36  -2.10  0.095
H  0.23  -2.87  -1.14  0.111
H  2.48  -1.03  -2.16  0.103
H  0.88  -1.24  -2.85  0.096
H  1.71  0.36  -0.49  0.092
H  0.39  0.67  -1.63  0.092
H  -0.93  1.32  0.96  0.106
H  0.80  1.06  1.21  0.108
H  -2.14  -1.43  0.14  0.078
H  -2.22  0.29  -0.28  0.113
H  -5.40  -3.46  -2.37  0.085
H  -4.76  -3.41  -0.71  0.093
H  -3.93  -4.41  -1.97  0.062
C  -2.87  2.10  5.20  -0.053
C  -1.75  3.11  5.36  -0.186
O  -2.29  4.42  5.67  0.031
C  -2.61  4.63  6.94  -0.415
O  -2.50  3.84  7.84  0.164
C  -3.12  6.07  7.11  -0.522
F  -3.99  6.41  6.15  0.164
F  -2.10  6.95  7.06  0.127
F  -3.74  6.24  8.28  0.164
H  -3.59  2.44  4.46  0.087
H  -2.47  1.13  4.89  0.071
H  -3.40  1.96  6.14  0.076
H  -1.22  3.21  4.42  0.122
H  -1.03  2.80  6.11  0.128
C  0.62  6.26  7.31  -0.057
C  1.94  6.84  7.75  -0.189
O  2.89  5.80  8.06  0.031
C  3.52  5.26  7.02  -0.395
O  3.36  5.56  5.88  0.176
C  4.52  4.21  7.51  -0.533
F  3.99  3.40  8.44  0.161
F  5.60  4.79  8.05  0.155
F  4.95  3.43  6.51  0.172
H  0.23  5.57  8.06  0.092
H  -0.10  7.05  7.16  0.064
H  0.72  5.71  6.38  0.088
H  1.81  7.41  8.67  0.125
H  2.35  7.52  7.01  0.126
C  -2.51  2.41  -3.22  -0.055
C  -3.74  3.30  -3.19  -0.184
O  -3.40  4.66  -2.83  0.034
C  -2.92  5.42  -3.80  -0.406
O  -2.75  5.09  -4.93  0.164
C  -2.65  6.83  -3.26  -0.531
F  -2.02  6.81  -2.08  0.161
F  -3.80  7.51  -3.08  0.153
F  -1.90  7.55  -4.10  0.159
H  -1.98  2.46  -2.27  0.084
H  -2.79  1.38  -3.42  0.068
H  -1.81  2.73  -4.00  0.084
H  -4.43  2.94  -2.43  0.126
H  -4.27  3.29  -4.14  0.123
C  7.10  -2.68  -4.94  -0.063
C  7.01  -2.62  -3.43  -0.199
O  5.74  -3.10  -2.96  0.038
C  5.60  -4.42  -2.89  -0.387
O  6.44  -5.23  -3.17  0.163
C  4.21  -4.76  -2.34  -0.522
F  3.24  -4.04  -2.92  0.140
F  4.14  -4.52  -1.03  0.168
F  3.90  -6.05  -2.53  0.159
H  6.27  -2.13  -5.39  0.084
H  8.04  -2.24  -5.28  0.080
H  7.04  -3.71  -5.30  0.075
H  7.09  -1.59  -3.09  0.126
H  7.82  -3.18  -2.96  0.125
C  -0.39  -5.19  -6.38  -0.056
C  -0.22  -6.50  -5.63  -0.194
O  -1.35  -6.73  -4.76  0.037
C  -2.43  -7.24  -5.33  -0.397
O  -2.56  -7.52  -6.48  0.166
C  -3.51  -7.47  -4.26  -0.530
F  -3.62  -6.41  -3.44  0.159
F  -3.22  -8.54  -3.49  0.161
F  -4.71  -7.69  -4.80  0.165
H  -0.55  -4.37  -5.69  0.087
H  0.50  -4.98  -6.98  0.082
H  -1.25  -5.23  -7.05  0.076
H  0.65  -6.44  -4.99  0.124
H  -0.08  -7.34  -6.31  0.124

## Properties
* net charge: -1
* orbital gap: 4.6833 eV
* multiplicity: 1
* total energy: -6406.50736 Eh

---

No. 3
DFT (ωB97M-V with the def2-TZVPD basis set) results for a molecular structure, C31H41ClF3N7O5PbSSe2 at a distorted geometry.

Each line ends with the Löwdin charge.
Atoms and positions in Å:
Pb  -1.39  1.95  -0.78  0.869
O  -5.56  3.23  3.54  -0.041
C  -4.71  4.32  3.23  -0.230
C  -3.85  3.96  2.02  -0.535
C  -2.98  5.17  1.68  -0.227
O  -2.76  5.27  0.27  -0.260
C  -3.04  2.68  2.37  -0.512
Se  -1.10  2.63  1.91  0.447
C  -4.82  3.70  0.86  -0.336
Se  -3.95  3.65  -0.89  1.076
H  -6.04  3.43  4.34  0.095
H  -4.05  4.56  4.07  0.137
H  -5.31  5.21  2.99  0.126
H  -2.02  5.09  2.20  0.082
H  -3.48  6.09  2.00  0.132
H  -1.81  5.18  0.06  -0.006
H  -3.49  1.80  1.93  0.043
H  -3.04  2.55  3.45  0.050
H  -5.55  4.51  0.80  0.089
H  -5.34  2.76  1.01  0.082
F  2.33  6.03  -2.46  0.124
C  2.64  5.72  -1.18  -0.604
F  3.90  6.16  -0.99  0.116
F  1.85  6.47  -0.39  0.132
C  2.52  4.25  -0.89  -0.118
C  3.63  3.54  -0.50  0.006
C  3.51  2.20  -0.17  -0.048
C  2.26  1.63  -0.26  -0.142
N  1.18  2.29  -0.67  -0.099
C  1.26  3.60  -0.98  -0.711
S  -0.19  4.36  -1.48  0.605
H  4.59  4.04  -0.44  0.124
H  4.36  1.62  0.16  0.103
H  2.10  0.59  0.01  0.088
C  0.98  1.50  -4.17  -0.001
C  -0.46  1.76  -4.41  -0.397
N  -1.41  1.79  -3.51  -0.019
C  -2.59  2.04  -4.18  -0.140
C  -2.34  2.16  -5.51  -0.085
N  -0.98  1.97  -5.65  0.096
H  1.19  1.60  -3.11  0.048
H  1.59  2.22  -4.72  0.088
H  1.26  0.50  -4.50  0.082
H  -3.53  2.14  -3.66  0.083
H  -2.98  2.35  -6.35  0.109
H  -0.47  2.01  -6.51  0.156
O  -4.21  0.76  -0.47  -0.133
N  -5.13  1.04  -1.19  -0.159
O  -5.24  2.27  -1.56  -0.395
C  3.40  -6.25  0.54  -0.042
C  2.82  -5.42  -0.61  -0.520
C  1.92  -6.35  -1.44  -0.047
C  3.96  -4.93  -1.50  -0.044
C  1.96  -4.24  -0.01  -0.427
O  0.95  -4.87  0.76  -0.009
C  2.87  -3.35  0.88  -0.101
C  2.31  -2.14  1.66  -0.123
C  1.29  -2.40  2.74  -0.224
C  0.28  -1.47  2.96  -0.038
C  -0.65  -1.65  3.97  -0.094
C  -0.56  -2.76  4.79  -0.674
Cl  -1.72  -3.00  6.06  0.656
C  0.47  -3.68  4.62  -0.099
C  1.39  -3.49  3.60  -0.033
C  1.33  -3.46  -1.20  -0.030
N  0.26  -2.53  -0.89  -0.095
C  0.15  -1.25  -1.27  -0.150
N  -0.99  -0.75  -0.84  -0.008
C  -1.57  -1.79  -0.19  -0.176
N  -0.84  -2.88  -0.20  0.121
H  3.81  -7.18  0.15  0.086
H  2.63  -6.48  1.27  0.092
H  4.21  -5.72  1.05  0.079
H  2.44  -7.29  -1.63  0.086
H  1.66  -5.92  -2.41  0.075
H  1.00  -6.57  -0.89  0.092
H  4.49  -5.80  -1.90  0.091
H  4.69  -4.33  -0.95  0.079
H  3.61  -4.35  -2.36  0.080
H  0.17  -4.29  0.84  0.075
H  3.66  -2.97  0.23  0.112
H  3.33  -4.01  1.61  0.098
H  1.91  -1.39  0.98  0.075
H  3.18  -1.68  2.14  0.127
H  0.21  -0.58  2.35  0.092
H  -1.44  -0.92  4.13  0.107
H  0.55  -4.53  5.29  0.105
H  2.18  -4.21  3.48  0.114
H  0.90  -4.19  -1.89  0.124
H  2.10  -2.89  -1.72  0.132
H  0.89  -0.72  -1.85  0.127
H  -2.52  -1.72  0.30  0.122

## Properties
* net charge: 0
* orbital gap: 7.0125 eV
* relative energy (zero: lowest compared OMol25 entry of this formula, charge and spin): 123.2 kJ/mol
* multiplicity: 1
* total energy: -8119.04134 Eh

---

No. 4
DFT (ωB97M-V with the def2-TZVPD basis set) results for a molecular structure, C31H41FN6O3Ru at a distorted geometry.

Each line ends with the Löwdin charge.
Atoms and positions in Å:
Ru  0.31  -2.02  1.81  1.317
C  -1.16  5.52  1.06  -0.052
C  -2.22  4.49  1.41  -0.169
N  -1.77  3.11  1.15  -0.013
C  -1.34  2.37  2.18  0.060
C  -0.89  1.08  2.08  -0.029
C  -0.54  0.36  3.37  -0.635
O  -0.26  1.04  4.35  0.065
O  -0.67  -0.91  3.31  -0.158
C  -0.81  0.49  0.80  -0.248
O  -0.37  -0.68  0.54  -0.152
C  -1.26  1.29  -0.32  -0.037
C  -1.23  0.74  -1.62  0.105
C  -1.68  1.48  -2.67  -0.183
F  -1.59  0.97  -3.91  0.089
C  -2.21  2.77  -2.50  -0.147
C  -2.23  3.31  -1.23  0.071
C  -1.75  2.59  -0.13  -0.104
N  -2.72  3.55  -3.58  -0.114
C  -1.83  4.57  -4.14  -0.112
C  -2.69  5.74  -4.65  -0.066
N  -4.10  5.25  -4.80  0.050
C  -4.15  3.94  -5.52  -0.063
C  -3.45  2.87  -4.65  -0.123
H  -1.53  6.52  1.27  0.089
H  -0.87  5.47  0.01  0.067
H  -0.26  5.36  1.66  0.089
H  -3.15  4.66  0.87  0.119
H  -2.47  4.54  2.47  0.130
H  -1.37  2.82  3.16  0.157
H  -0.83  -0.25  -1.78  0.139
H  -2.65  4.30  -1.11  0.118
H  -1.21  4.16  -4.95  0.140
H  -1.15  4.92  -3.37  0.134
H  -2.36  6.10  -5.62  0.139
H  -2.71  6.57  -3.95  0.137
H  -4.67  5.95  -5.28  0.190
H  -4.49  5.11  -3.87  0.183
H  -3.64  4.09  -6.47  0.141
H  -5.19  3.69  -5.72  0.140
H  -2.81  2.27  -5.30  0.125
H  -4.19  2.21  -4.20  0.143
C  5.03  0.13  3.11  -0.005
N  3.64  0.25  3.56  -0.166
C  3.33  1.15  4.69  0.009
C  2.67  -0.28  2.90  -0.184
N  1.77  -0.70  2.30  0.104
H  5.65  -0.16  3.96  0.099
H  5.39  1.07  2.70  0.099
H  5.10  -0.65  2.35  0.099
H  3.93  0.86  5.55  0.100
H  2.27  1.06  4.93  0.085
H  3.56  2.18  4.41  0.100
C  1.86  -2.47  -1.88  -0.061
C  1.47  -3.95  -1.85  -0.373
C  -0.03  -4.14  -2.05  -0.060
C  2.00  -4.68  -0.63  -0.142
C  2.98  -5.65  -0.78  -0.017
C  3.49  -6.35  0.30  -0.046
C  3.00  -6.10  1.57  -0.024
C  2.02  -5.14  1.79  -0.148
C  1.42  -5.02  3.18  -0.360
C  1.10  -3.61  3.65  -0.086
C  0.17  -5.91  3.28  -0.040
C  1.55  -4.42  0.69  -0.220
N  0.60  -3.41  0.85  -0.051
H  1.59  -2.04  -2.84  0.080
H  2.93  -2.34  -1.74  0.085
H  1.35  -1.90  -1.10  0.039
H  1.97  -4.42  -2.70  0.130
H  -0.61  -3.63  -1.28  0.058
H  -0.30  -5.19  -2.04  0.088
H  -0.33  -3.73  -3.02  0.081
H  3.35  -5.85  -1.78  0.121
H  4.25  -7.10  0.15  0.115
H  3.37  -6.67  2.41  0.124
H  2.17  -5.41  3.87  0.142
H  0.12  -3.28  3.18  0.039
H  1.94  -2.92  3.57  0.072
H  0.77  -3.60  4.69  0.116
H  -0.60  -5.56  2.59  0.086
H  -0.24  -5.89  4.29  0.089
H  0.41  -6.94  3.02  0.091

## Properties
* net charge: +2
* orbital gap: 7.1867 eV
* relative energy (zero: lowest compared OMol25 entry of this formula, charge and spin): 105.5 kJ/mol
* multiplicity: 1
* total energy: -1954.33644 Eh

---

No. 5
DFT (ωB97M-V with the def2-TZVPD basis set) results for 3 unconnected molecules or ions with the total composition C31H41IN2O7 at a distorted geometry.

Each line ends with the Löwdin charge.
Atoms and positions in Å:
C  -2.74  -0.07  -3.08  -0.029
C  -1.82  -0.78  -2.24  -0.135
C  -1.08  -0.16  -0.95  -0.127
C  -0.90  1.44  -1.01  -0.197
O  -2.27  1.90  -0.69  -0.011
C  -2.31  2.28  0.67  -0.385
O  -3.33  2.27  1.42  0.025
C  -0.85  2.67  1.20  -0.612
I  -0.74  1.74  3.18  1.042
O  -0.50  4.04  1.45  -0.225
C  -1.58  4.83  1.97  -0.259
C  -0.99  6.35  2.11  -0.071
C  0.15  2.13  0.02  -0.273
C  1.21  1.10  0.71  -0.188
C  2.34  0.58  -0.36  -0.133
C  3.57  1.37  -0.38  -0.039
C  0.86  3.28  -0.84  -0.137
C  -0.15  4.24  -1.66  -0.189
C  0.17  4.16  -3.25  -0.198
C  -0.61  5.37  -4.00  -0.194
C  -2.03  4.74  -4.48  -0.220
C  -2.73  5.57  -5.66  -0.268
C  -2.01  5.47  -7.09  -0.142
H  -3.70  0.34  -2.60  0.074
H  -2.56  0.12  -4.19  0.063
H  -1.58  -1.88  -2.47  0.103
H  -0.04  -0.67  -0.92  0.106
H  -1.65  -0.46  0.00  0.134
H  -0.70  1.61  -2.13  0.151
H  -2.49  4.92  1.29  0.131
H  -1.90  4.54  3.05  0.104
H  -1.18  6.82  1.07  0.078
H  0.15  6.24  2.19  0.085
H  -1.47  6.93  2.96  0.077
H  1.81  1.58  1.55  0.096
H  0.70  0.13  1.07  0.081
H  2.19  -0.34  -1.02  0.095
H  4.49  1.07  0.21  0.064
H  3.62  2.37  -0.96  0.057
H  1.49  3.95  -0.14  0.131
H  1.61  2.88  -1.62  0.108
H  -1.25  4.12  -1.40  0.113
H  0.13  5.32  -1.36  0.117
H  -0.14  3.12  -3.62  0.095
H  1.31  4.26  -3.35  0.115
H  -0.02  5.78  -4.89  0.100
H  -0.76  6.27  -3.29  0.114
H  -2.68  4.68  -3.55  0.110
H  -1.84  3.68  -4.85  0.103
H  -2.79  6.67  -5.36  0.105
H  -3.82  5.21  -5.79  0.107
H  -2.54  6.21  -7.81  0.076
H  -2.06  4.43  -7.56  0.076
H  -0.92  5.82  -7.03  0.064
O  2.37  -4.09  3.04  0.052
N  1.60  -3.15  3.17  -0.330
O  1.71  -2.08  2.59  0.073
C  0.46  -3.32  4.08  -0.138
C  0.32  -4.51  4.79  0.001
C  -0.74  -4.66  5.67  -0.065
C  -1.66  -3.62  5.84  -0.068
C  -1.52  -2.44  5.12  -0.059
C  -0.45  -2.28  4.24  -0.006
H  1.03  -5.33  4.67  0.111
H  -0.86  -5.58  6.24  0.109
H  -2.48  -3.74  6.53  0.109
H  -2.23  -1.63  5.25  0.110
H  -0.35  -1.36  3.68  0.056
O  2.59  -9.05  -1.61  0.072
N  2.68  -9.77  -0.63  -0.348
O  2.68  -10.99  -0.67  0.071
C  2.79  -9.13  0.69  -0.146
C  2.76  -7.74  0.78  0.006
C  2.84  -7.13  2.03  -0.059
C  2.96  -7.92  3.17  -0.071
C  3.00  -9.30  3.07  -0.069
C  2.92  -9.92  1.83  -0.005
H  2.66  -7.12  -0.11  0.120
H  2.80  -6.05  2.11  0.079
H  3.01  -7.44  4.15  0.105
H  3.10  -9.91  3.97  0.107
H  2.95  -11.00  1.77  0.118

## Properties
* net charge: 0
* orbital gap: 6.5825 eV
* multiplicity: 1
* total energy: -2139.13798 Eh
* SMILES: C=CC[C@H]1OC(=O)[C@](I)(OCC)[C@]1(CC=C)CCCCCCC.O=[N+]([O-])c1ccccc1.O=[N+]([O-])c1ccccc1